Entry from the Open Molecules 2025 dataset: a molecular structure, C52H62N3OReSb3 at a distorted geometry (the ωB97M-V functional and the def2-TZVPD basis).

```
122
Properties=species:S:1:pos:R:3:forces:R:3:mulliken_spin:R:1
Re -1.65586 -0.75267 0.18478 0.70 1.05 0.74 1.647
Sb -1.77915 -1.15753 -2.48006 -0.15 -0.37 0.44 0.011
Sb 1.44806 1.78527 3.07641 -0.44 -0.49 -0.27 -0.046
Sb 0.97060 0.58546 0.48483 -0.56 0.62 -0.19 0.128
O -2.25768 1.37697 0.30624 0.07 -0.78 -1.42 0.029
N -1.63144 -1.02472 2.38522 -0.74 0.60 0.57 0.002
N -1.09977 -2.80013 0.28233 -0.79 0.24 -0.42 0.078
N -3.78170 -1.21149 0.52664 0.72 0.93 -0.01 0.041
C 1.08821 -4.85319 -3.84096 0.70 -1.45 -0.74 0.000
C 4.57053 -2.53869 1.25724 -0.33 -0.04 0.32 -0.002
C -0.69090 -0.03511 -4.88014 0.43 0.37 -0.41 0.008
C -0.42514 -2.75315 -2.93852 1.34 1.82 0.30 -0.017
C 1.71321 -3.66307 -3.55975 0.57 0.55 1.14 0.005
C 1.80341 -1.29042 -2.93276 -1.09 -0.58 1.01 -0.004
C 0.37242 2.36605 -3.80801 -0.69 -1.78 -0.33 -0.002
C 2.21607 4.72618 3.42554 -0.59 0.19 0.70 0.001
C 0.88078 1.83766 -5.00795 -1.35 0.48 1.37 -0.001
C -0.47854 2.22091 3.80723 0.36 0.30 0.74 0.001
C 1.89510 2.29091 -0.46918 -1.61 -0.62 1.07 -0.008
C -1.00541 -3.92272 -3.33285 -1.62 -0.26 0.94 0.014
C -2.96724 3.09353 4.82996 1.31 -1.03 -2.18 0.000
C 3.10544 4.43894 -1.59251 0.81 0.87 -1.32 0.001
C 2.16112 0.50698 4.60195 1.41 1.31 0.67 0.125
C 4.80887 4.45884 2.36029 -0.63 -0.84 -0.25 0.003
C 2.05896 4.65686 -0.69490 0.14 0.42 -0.55 0.001
C 4.38268 5.68283 2.82654 -0.30 0.49 0.02 0.000
C 2.64155 3.49114 2.98458 1.68 -0.51 -0.59 -0.016
C 0.30784 0.71533 -5.52350 0.42 -0.70 -1.85 0.002
C -6.20764 -3.24596 -3.11257 0.81 0.09 0.39 0.000
C -1.32458 3.03091 3.05925 1.76 0.04 -2.11 0.001
C -0.50108 1.58005 -3.08609 -1.37 -0.37 -0.49 0.019
C 0.98573 -2.57593 -3.04449 -0.38 -0.10 -1.12 0.002
C 3.22075 -3.02939 1.18046 2.20 0.68 -0.34 -0.006
C 2.23077 -2.13275 0.86175 -0.39 0.34 -0.12 0.016
C 3.07947 5.80158 3.33470 0.68 0.84 0.03 0.000
C 3.41614 -0.33165 4.38784 1.67 1.89 0.21 -0.115
C -1.11601 0.40468 -3.65220 1.60 0.93 0.91 -0.014
C -1.03071 -2.31962 2.70987 1.02 -0.54 0.54 0.023
C 3.80779 -0.28591 0.81773 0.72 -1.01 0.03 0.042
C 3.52704 3.16903 -1.97190 -1.25 -0.05 0.95 -0.001
C -4.06483 -1.62229 1.91742 0.37 -1.02 0.89 -0.003
C 4.20790 -0.54714 5.66017 -0.34 -0.33 -0.24 0.909
C -5.30009 -3.77823 -2.17769 0.36 1.61 -0.94 0.003
C 3.95146 3.33884 2.45466 -0.67 1.94 0.23 0.017
C -1.34600 -3.36531 1.65897 0.67 0.51 -0.27 0.012
C 4.86867 -1.16772 1.08506 0.24 -0.38 -0.28 -0.023
C -1.22458 -1.22736 -5.58488 -0.53 -0.08 -1.64 -0.007
C -5.84958 -2.13775 -3.86689 -1.01 -0.13 -0.11 0.000
C 2.49621 -0.77317 0.67819 1.41 0.18 0.36 -0.029
C -4.64694 -1.48053 -3.69345 0.66 0.41 -1.00 -0.003
C -2.53720 3.39089 3.51037 -2.56 2.37 0.98 -0.002
C 2.88206 2.04409 -1.36925 1.49 1.87 -1.27 -0.002
C -3.70397 -2.02848 -2.83550 0.04 0.66 0.79 -0.010
C -4.08985 -3.09649 -2.02442 0.45 -1.50 0.91 0.014
C -3.03372 -0.91894 2.86361 -1.44 -1.57 -0.26 0.019
C -0.27296 -4.99091 -3.73026 -0.69 -1.28 -1.42 0.002
C -0.86535 1.88365 5.10098 0.74 -1.21 0.38 0.001
C 1.42460 3.57027 -0.13142 0.07 0.10 -0.14 0.002
C -2.13901 2.25285 5.55912 -0.57 0.24 0.89 0.000
C -4.39235 -0.23468 -4.51207 -0.91 0.56 0.37 0.000
H 1.60169 2.41063 -5.50469 0.94 0.48 -1.02 0.000
H -4.16656 -1.86824 -0.11905 -0.35 -0.87 -0.78 -0.006
H -2.37295 -3.69429 1.74082 0.08 -0.30 -0.18 0.001
H -4.01961 -2.73609 1.94599 0.25 0.84 0.05 -0.002
H -0.92539 3.47691 2.11508 -0.56 -0.47 0.60 0.002
H 4.25943 2.43001 2.03504 0.46 -1.24 -0.40 0.013
H -2.50576 1.77039 1.13187 -0.28 0.82 1.03 0.003
H 1.72791 5.69057 -0.56483 -0.01 -0.44 0.32 0.000
H 1.38947 -0.09546 4.96992 -1.47 -0.78 0.52 0.000
H -1.34943 -2.71975 3.68163 -0.24 0.28 -0.10 0.001
H -5.44688 -4.68331 -1.64039 -0.49 -0.44 0.45 0.000
H 5.93390 -0.75045 1.08108 -1.66 -0.91 0.22 -0.001
H -5.00606 0.62486 -4.07315 0.81 -1.04 -0.74 -0.001
H -0.88694 1.97713 -2.15655 -0.01 -0.02 0.26 0.001
H -3.31601 0.09918 2.83199 -0.09 1.40 0.23 -0.006
H 3.04021 -4.09294 1.25585 -0.05 0.03 0.16 0.000
H 1.62518 -5.72803 -4.22168 0.16 0.51 0.16 0.000
H 5.07622 -1.21664 5.75810 -0.65 0.37 -0.37 0.007
H -4.69507 -0.39118 -5.56428 0.09 0.21 0.54 0.000
H -3.42920 -3.54487 -1.22478 -0.30 0.45 -1.03 0.000
H 1.22219 -0.50064 -2.43093 0.23 0.03 -0.22 0.008
H -3.16100 4.14516 2.96032 0.69 -0.94 0.28 0.000
H 0.52261 3.36641 -3.52263 0.77 0.99 0.56 0.000
H -0.83551 -5.85457 -4.15468 0.85 0.44 0.72 0.000
H 3.57478 5.30696 -2.14584 -0.61 -0.98 0.97 0.000
H 3.19380 1.07389 -1.66267 0.12 -0.85 -0.09 0.000
H 3.19998 -1.21489 3.84327 -0.25 -1.09 -0.47 0.011
H 0.56399 3.76023 0.51424 0.27 -0.31 -0.03 0.001
H 0.61659 0.42248 -6.55371 -0.20 -0.02 0.94 0.000
H 1.25711 4.84370 3.94522 0.25 0.08 -0.44 0.000
H 5.08840 6.53392 2.74313 -0.85 -0.46 0.20 0.000
H -3.15863 -1.27552 3.90348 0.17 0.12 -0.48 0.003
H -6.53222 -1.74150 -4.63362 0.17 -0.24 0.54 0.000
H 0.06141 -2.18755 2.83912 -0.43 0.03 -0.42 0.003
H 5.38838 -3.23939 1.49024 -0.53 0.35 -0.23 0.000
H 2.35098 1.32341 5.35910 -0.06 -0.86 -0.46 -0.021
H 4.25842 3.12558 -2.76056 0.25 -0.53 0.03 0.000
H -4.25570 -0.35076 0.25106 -0.18 0.09 0.34 0.008
H -5.10674 -1.45053 2.22665 0.39 0.51 -0.11 -0.001
H 4.07130 0.27004 3.70580 -0.12 -0.46 0.22 0.071
H 4.13702 0.73635 0.69488 -0.65 0.28 -0.15 0.009
H 1.20880 -2.46675 0.73048 0.32 -0.03 0.23 0.022
H -2.07803 -4.04659 -3.23895 -0.06 0.07 -0.30 0.001
H -2.51635 1.92279 6.52225 0.45 0.04 0.11 0.000
H -0.13792 -2.98210 -0.03897 -0.62 -0.04 -0.12 -0.006
H -1.49814 -0.84559 -6.60207 -0.09 -0.56 0.68 0.000
H 3.92692 0.02618 6.52985 0.07 0.04 0.11 0.016
H -2.10728 -1.75125 -5.17070 0.41 0.48 -0.03 0.004
H -0.64381 -4.16447 1.81984 -0.12 -0.73 0.01 -0.004
H -0.45899 -1.97743 -5.77374 0.13 -0.06 0.14 0.000
H 2.81344 -3.54400 -3.62295 -0.81 -0.24 -0.24 0.000
H -1.72533 -3.19624 -0.45321 0.74 -0.35 0.78 -0.010
H 2.64465 -1.56554 -2.29048 0.27 0.47 -0.30 0.000
H -2.38587 2.00328 -0.43514 0.04 -0.31 0.44 0.004
H -3.93155 3.46816 5.08397 -0.42 -0.03 0.82 0.000
H 2.10085 -0.95272 -3.92768 0.14 0.02 0.26 0.000
H 5.76100 4.44233 1.83737 -0.02 -0.53 0.29 0.000
H -0.13984 1.28682 5.74179 -1.36 0.83 -0.65 0.001
H 2.75047 6.77962 3.66215 -0.07 -0.07 0.14 0.000
H -1.14871 -0.28557 2.90886 0.12 -0.27 -0.20 -0.002
H -3.34183 0.03481 -4.48376 -0.12 0.25 -0.14 0.001
H -7.18804 -3.64456 -3.21454 -0.52 -0.54 -0.23 0.000
```
Forces are in eV/Å.

The total energy comes out at -83148.705 eV. Its orbital gap (alpha / beta) is 5.394 / 6.168 eV. As for the spin multiplicity: 4. As for the net charge: +4.